95
Properties=species:S:1:pos:R:3:forces:R:3 method="wB97M-V/def2-TZVPD" e_homo_ha="-0.3727 / -0.3691" charge=+1
W 0.106025 -0.230236 0.706284 -3.3 -1.1 -1.8
C -1.391368 1.154126 1.690214 0.3 0.8 0.4
C -0.758076 1.879426 0.607477 0.7 0.5 0.5
C -1.355170 1.342877 -0.597156 1.1 0.2 -0.5
C -2.360440 0.443190 -0.196717 0.1 -0.4 -0.2
C -2.460747 0.387570 1.192767 0.1 -0.6 0.6
C -3.653000 -0.086820 2.013399 0.1 -0.1 -0.1
C -4.200137 -1.464890 1.627362 -0.1 0.0 -0.1
C -3.364525 -0.044906 3.515889 0.0 0.0 0.1
C -4.738775 0.958605 1.688055 -0.1 0.1 0.0
C -1.212697 1.732607 -2.085955 -0.1 -0.1 0.2
C -1.935518 0.697530 -2.961690 -0.1 -0.1 0.0
C -1.914977 3.084557 -2.303972 -0.1 0.0 -0.1
C 0.218892 1.797516 -2.626204 0.0 0.1 0.0
C -0.223803 3.292994 0.951545 0.0 -0.1 -0.1
C 0.382313 3.351449 2.362035 -0.1 0.0 0.1
C 0.824484 3.861088 -0.005381 0.0 0.0 0.0
C -1.457436 4.212525 0.971080 0.0 0.1 0.0
H -1.286376 1.447838 2.719215 0.1 -0.1 0.1
H -3.024828 -0.055798 -0.883551 0.1 -0.1 0.1
H -3.506177 -2.271388 1.853401 0.0 0.0 0.0
H -4.461163 -1.512033 0.565946 0.0 0.0 0.1
H -5.118720 -1.649239 2.189442 0.0 0.0 0.0
H -2.548533 -0.708186 3.803153 0.0 0.0 0.0
H -4.257166 -0.361918 4.058860 0.0 0.0 0.0
H -3.119488 0.964487 3.853556 0.0 0.0 0.0
H -5.055507 0.894134 0.643988 0.0 0.0 0.1
H -4.383887 1.975533 1.876413 0.0 -0.1 0.0
H -5.609952 0.778530 2.321806 0.0 0.0 0.0
H -3.022084 0.720597 -2.839376 0.1 0.0 0.0
H -1.575113 -0.315380 -2.759246 0.0 0.1 0.0
H -1.726087 0.924833 -4.008584 0.0 0.0 0.0
H -2.877490 3.130846 -1.786355 0.0 0.0 0.0
H -2.105983 3.207795 -3.373189 0.0 0.0 0.1
H -1.313303 3.930278 -1.980512 0.0 0.0 0.0
H 0.606166 0.797291 -2.797344 -0.1 0.0 -0.1
H 0.908753 2.324936 -1.973653 0.0 0.0 0.0
H 0.198903 2.313490 -3.589689 0.0 0.0 0.0
H 1.165855 2.617345 2.520349 0.0 0.1 0.0
H -0.366699 3.231054 3.148700 0.0 0.0 -0.1
H 0.825012 4.339652 2.499639 -0.1 0.0 0.0
H 1.702182 3.216061 -0.076352 -0.1 0.0 0.0
H 1.146272 4.834544 0.371924 0.0 0.0 0.0
H 0.441191 4.024049 -1.009318 0.0 0.0 0.0
H -2.226569 3.817577 1.643053 0.1 0.0 0.0
H -1.898867 4.335276 -0.016982 0.0 0.0 0.1
H -1.173003 5.203567 1.336881 0.0 -0.1 0.0
S -0.915830 -1.966288 2.207681 0.3 -0.2 0.3
C 0.535533 -2.822123 1.837438 -0.1 -0.1 0.3
C 0.967764 -4.064126 2.310589 0.0 -0.1 0.0
C 2.232992 -4.480711 1.964770 0.0 -0.1 0.1
C 3.051333 -3.671112 1.166086 0.0 0.0 0.0
C 2.549476 -2.477014 0.717122 0.0 -0.1 0.0
N 1.301166 -2.090052 1.030826 0.5 0.7 0.1
H 0.319026 -4.653252 2.947465 0.1 0.0 0.0
H 2.603672 -5.433504 2.324224 0.0 0.0 0.0
H 4.055688 -3.968520 0.896771 -0.1 0.0 0.0
H 3.119500 -1.822521 0.073124 0.0 0.1 0.0
I 3.051885 0.026591 6.152954 0.1 0.0 0.3
C 2.573652 0.300859 4.190274 0.0 0.1 -0.2
C 3.365069 0.847669 3.192632 0.3 0.1 0.1
N 2.659809 0.834479 2.067136 -0.1 0.1 -0.3
N 1.437032 0.312709 2.268126 -0.1 0.0 -0.2
C 1.380863 -0.024489 3.561386 -0.2 0.1 0.0
H 4.371028 1.240492 3.219896 -0.1 0.0 0.0
H 2.880011 1.173982 1.111095 0.1 -0.1 0.0
H 0.488579 -0.475632 3.962488 0.0 0.0 0.0
O 4.918299 1.680585 -2.336168 -0.2 -0.1 0.2
C 4.343310 0.634025 -2.945640 0.0 0.0 0.0
C 4.954697 0.194092 -4.121565 -0.1 -0.1 -0.1
C 4.429932 -0.869646 -4.817281 0.0 -0.1 -0.1
C 3.276110 -1.528353 -4.374337 0.1 0.1 0.0
C 2.671616 -1.095661 -3.218264 0.1 0.1 0.0
C 3.185614 -0.021462 -2.474921 0.1 0.0 0.0
C 2.539013 0.402667 -1.218366 -0.3 -0.3 -0.5
O 3.020909 1.344263 -0.569332 0.0 0.1 0.5
O 1.454932 -0.240860 -0.876157 0.8 0.5 0.4
H 4.390722 1.859239 -1.531011 0.1 0.1 0.0
H 5.841772 0.713624 -4.461130 0.0 0.0 0.0
H 4.920309 -1.196279 -5.727426 0.0 0.0 0.0
H 2.867714 -2.358939 -4.935641 0.0 0.0 0.0
H 1.772499 -1.569752 -2.865125 0.1 0.1 0.0
C -1.822220 -3.953353 -0.735179 0.0 -0.1 -0.1
C -0.474784 -4.232690 -1.425984 0.0 0.0 0.0
C 0.145052 -2.848193 -1.632132 -0.2 0.0 -0.1
O -0.677355 -1.919294 -0.890235 0.1 0.3 0.1
C -2.012822 -2.462844 -0.917676 0.2 -0.2 0.0
H -1.770861 -4.184734 0.328219 0.0 0.0 0.0
H -2.642007 -4.523153 -1.170559 0.0 0.0 0.0
H -0.615135 -4.729835 -2.384228 0.0 0.0 0.0
H 0.166913 -4.865806 -0.815097 0.0 0.0 0.0
H 0.132395 -2.555662 -2.683166 -0.2 0.0 0.0
H 1.154796 -2.759457 -1.263249 0.1 0.0 0.0
H -2.475396 -2.221190 -1.880441 0.0 0.0 0.0
H -2.566688 -2.003728 -0.121189 -0.1 0.0 0.1